1.
ORCA calculation (ωB97M-V with the def2-TZVPD basis set) on a molecular structure, C22H60F3NaO11S9 at a distorted geometry.

CARTESIAN COORDINATES (ANGSTROEM)
H1 1.2279 -33.6579 -18.6759
C1 -2.1593 -38.4650 -20.1948
H2 4.7206 -33.0787 -17.2743
S1 -0.5640 -28.0442 -13.8439
C2 2.0865 -37.9138 -16.5314
S2 -1.5781 -35.4240 -15.3448
H3 -0.3962 -35.2957 -18.3002
H4 0.5526 -30.7682 -18.2752
C3 0.5085 -38.1992 -20.2320
O1 -6.7232 -35.4426 -20.6951
S3 6.8177 -32.8894 -18.4907
S4 2.7446 -36.9707 -15.1384
H5 5.8570 -30.6798 -18.1224
Na1 -2.7144 -32.6968 -17.1996
C4 0.3123 -33.3417 -19.1765
O2 -1.8565 -28.7001 -14.1722
H6 -4.1399 -34.1067 -19.5670
H7 -0.0460 -35.2696 -20.0187
S5 3.0538 -29.9977 -21.5700
H8 -4.5872 -30.5326 -20.8452
H9 1.2922 -27.5361 -15.2671
H10 2.4862 -35.1285 -23.0678
H11 5.7692 -31.2325 -19.7880
H12 -3.8276 -36.1934 -15.2773
H13 -2.6783 -37.4588 -15.0501
C5 -5.0683 -33.5665 -19.7589
S6 -2.7639 -30.5085 -22.5644
H14 -2.1736 -38.1718 -21.2448
S7 -0.7068 -39.4852 -19.8855
O3 -0.5924 -39.7869 -18.4430
H15 -3.0245 -36.3247 -13.6423
C6 1.8923 -28.9437 -20.6894
O4 -3.3203 -31.5840 -23.4304
H16 1.2472 -35.2792 -16.2663
H17 0.5985 -29.2064 -12.1557
H18 -3.6832 -29.0351 -20.9916
H19 5.1352 -34.3223 -22.8000
H20 4.8770 -28.6706 -22.4767
C7 5.1539 -33.4627 -18.1993
H21 1.5235 -38.4041 -19.9226
O5 3.6343 -36.8521 -20.8695
H22 -8.0560 -33.1089 -21.0357
C8 6.4173 -31.1829 -18.9073
H23 7.3099 -30.6377 -19.2078
H24 -4.7867 -29.3886 -22.2538
C9 -7.0763 -32.9470 -21.4856
H25 1.6421 -35.1947 -21.4208
C10 -1.8741 -31.4032 -21.2758
H26 -2.0851 -37.5603 -19.5895
O6 -2.0963 -34.6694 -16.5425
H27 -3.0114 -39.0975 -19.9714
H28 0.4506 -37.9606 -21.2969
C11 0.9528 -31.6760 -16.4680
H29 0.1206 -30.3394 -13.4429
F1 2.0131 -32.4091 -16.8703
S8 3.8789 -35.4054 -21.1259
H30 4.5696 -35.8451 -23.3568
C12 -4.1003 -29.8784 -21.5619
C13 4.4438 -28.8357 -21.4932
H31 2.6483 -37.6270 -17.4199
H32 -2.4071 -33.6715 -13.9301
H33 4.4202 -33.2563 -18.9825
H34 2.8919 -34.8801 -16.2300
H35 1.5243 -29.2501 -13.6495
H36 2.2049 -28.9170 -19.6504
C14 -0.4434 -34.6772 -19.1886
H37 0.0532 -37.3384 -19.7398
H38 -0.0159 -28.5992 -16.1126
H39 -0.8666 -31.5855 -21.6322
F2 1.4294 -30.4732 -16.0705
H40 -2.3899 -32.3590 -21.1378
O7 3.3334 -31.1138 -20.6230
H41 5.2495 -34.5496 -18.1480
H42 -0.1889 -26.8615 -15.8331
C15 -1.4894 -34.2550 -13.9933
H43 4.1959 -27.9354 -20.9438
H44 -7.2688 -33.0224 -22.5592
H45 0.8890 -29.3329 -20.8358
C16 0.5224 -29.3529 -13.2348
H46 5.9774 -35.8446 -22.2572
H47 -6.6745 -31.9668 -21.2477
H48 0.3241 -32.9157 -20.1742
C17 5.0347 -35.3671 -22.4889
O8 2.0664 -37.3307 -13.8752
H49 1.0146 -37.7432 -16.6113
H50 2.3836 -33.7005 -21.9925
C18 0.2447 -27.7867 -15.4399
H51 -1.4930 -34.4230 -19.3749
F3 0.4729 -32.2816 -15.3390
O9 -0.4577 -32.5831 -18.2632
H52 -1.9885 -30.9230 -20.2991
O10 -1.1304 -30.7794 -17.2436
O11 7.3116 -33.5368 -19.7217
H53 -4.7204 -32.6049 -20.1624
H54 -5.6544 -33.3829 -18.8602
H55 2.2696 -38.9659 -16.3228
H56 5.2194 -29.3771 -20.9445
C19 2.1216 -35.3556 -15.6134
S9 -5.9266 -34.2900 -21.1684
C20 -2.9350 -36.4571 -14.7107
H57 -0.5973 -33.6476 -14.0827
H58 -1.3840 -34.8564 -13.0861
C21 -0.0461 -31.4070 -17.5899
H59 1.9141 -27.9513 -21.1442
H60 1.9612 -34.8067 -14.6900
C22 2.4411 -34.7890 -22.0380

Its LUMO energy is -0.4289 eV. The value obtained for the HOMO-LUMO gap is 7.8 eV. The calculation puts the energy relative to the best compared isomer or geometry (same formula, charge and spin) at 1.1469 eV.

***

2.
ORCA calculation (ωB97M-V with the def2-TZVPD basis set) on a molecular structure, C22H60InN4Na4O15PS at a distorted geometry.

CARTESIAN COORDINATES (ANGSTROEM)
C1 4.3026 -1.2080 -1.9065
H1 -4.9866 -0.7810 -1.0775
H2 -5.4435 -0.2545 2.8800
C2 -6.6094 0.9170 1.3009
C3 -4.3299 -1.0000 -1.9195
C4 -1.8410 6.1506 -4.8417
H3 -3.0827 0.4540 -0.4601
H4 -0.3232 -4.3051 -1.4715
O1 0.0399 -1.2165 2.9286
H5 -0.1411 -1.8760 -4.3874
O2 -0.9688 0.3853 4.3356
C5 5.5574 -1.9170 -1.6483
H6 -2.6449 2.9540 -0.5598
H7 4.4636 -0.3319 5.8844
C6 2.7762 -3.7186 1.0438
N1 -1.2730 5.0806 -1.2958
H8 7.3428 -0.1819 3.3759
H9 0.6915 0.6406 -4.0125
H10 6.8366 0.2905 5.0185
H11 -3.7538 6.2816 -2.3345
H12 2.7747 -3.3769 5.5663
H13 -2.6208 6.2185 -5.6002
H14 -2.4653 -2.3045 -3.4796
H15 0.9073 -5.3836 1.0107
O3 2.9926 -1.3366 4.9574
H16 -1.7233 5.8062 -0.7565
C7 0.2146 -2.2195 -3.4160
H17 3.4494 -2.8933 0.8118
C8 5.2867 -0.8181 3.9074
H18 1.9352 1.8236 -3.7552
C9 0.5292 -4.3844 1.2269
O4 2.0287 0.7955 1.8873
H19 -1.6975 -2.7051 1.8535
H20 2.8378 -3.0151 3.8224
C10 -5.4752 -0.0386 1.8120
H21 -1.3959 5.1592 -4.7570
N2 4.7095 0.3006 3.1616
H22 0.4387 -4.2478 2.3045
C11 2.4532 -2.6854 4.7875
H23 -3.4809 -0.0222 1.6173
C12 4.3946 -1.1364 5.1521
H24 1.3908 -2.7987 4.5719
H25 -3.6055 4.4791 -0.3628
H26 -1.8893 3.8848 -2.8361
H27 -5.7020 -1.0351 1.4329
H28 -4.3369 -0.0547 -2.4622
H29 -6.6763 1.8877 1.7922
H30 4.7426 -1.8654 5.8839
H31 3.7671 -1.6560 -2.7436
H32 5.3630 -2.7739 -1.0033
O5 0.2538 2.2013 0.9646
N3 -2.3436 0.1356 -1.0705
H33 -3.9376 5.0445 -3.5336
C13 -3.2540 3.7118 -1.0526
O6 -0.7003 -1.7447 -2.4472
H34 6.0730 -2.3267 -2.5168
S1 -1.2328 -0.6554 3.3606
H35 -2.1169 -0.6224 -3.6681
H36 -0.7522 5.6948 -1.9054
H37 -2.0747 -4.4885 -1.2005
H38 4.7103 -0.3024 -2.3558
H39 -4.8548 -1.7481 -2.5136
H40 -0.9592 2.3872 -4.0630
H41 -7.5964 0.4952 1.4905
H42 -2.2071 0.8525 -1.7686
H43 -0.8884 -5.7867 -0.8407
H44 -4.1038 3.1360 -1.4193
H45 6.4090 -1.3774 -1.2338
O7 -1.6935 0.0499 2.2209
C14 -2.8598 -1.1781 -1.6848
C15 -2.0135 -1.4533 -2.9703
H46 -1.6914 -4.8674 1.2089
O8 3.4305 -0.8629 -0.8458
H47 5.3529 -1.7137 3.2897
Na1 3.9643 1.3999 0.5402
C16 -0.9407 -4.2504 0.7152
C17 -2.4105 4.4647 -2.0744
O9 1.3866 -3.3727 0.7476
C18 6.7286 -0.4576 4.2332
H48 -2.7759 -2.0438 -1.0278
H49 7.2190 -1.3587 4.6016
O10 -2.2098 -1.7170 3.6966
H50 -1.0975 6.9091 -5.0866
O11 -2.2960 6.4324 -3.5612
In1 0.3373 -0.5332 0.1686
O12 0.6153 1.5005 -2.2013
H51 4.4127 1.0609 3.7565
H52 0.2928 -3.3000 -3.5356
H53 2.9586 -4.5381 0.3486
H54 -2.4518 -3.3767 0.6540
H55 2.8694 -4.0702 2.0713
P1 1.5974 2.3017 1.8022
C19 0.0768 2.6261 -4.3033
C20 -1.0838 -4.7149 -0.8069
C21 0.8934 1.5963 -3.5288
H56 -6.5079 1.2303 0.2618
Na2 1.4711 0.6023 4.2654
Na3 0.8762 3.6946 -0.7497
N4 -1.5615 -2.9597 0.8856
O13 -4.2708 0.2971 1.1750
O14 2.5488 3.1975 0.8883
H57 1.2564 -1.9756 -3.2080
C22 -3.1938 5.5518 -2.9193
O15 1.1349 2.7229 3.1912
H58 0.4174 2.3211 -5.2928
H59 3.7846 0.0043 2.8845
Na4 -1.1757 2.5557 2.8969
H60 0.4249 3.6508 -4.1734

Its LUMO energy is -3.1974 eV. The value obtained for the HOMO-LUMO gap is 4.4 eV.

***

3.
ORCA calculation (ωB97M-V with the def2-TZVPD basis set) on 7 unconnected molecules or ions with the total composition C22H60N2O14 at a distorted geometry.

CARTESIAN COORDINATES (ANGSTROEM)
O1 4.2430 -1.3669 -0.9962
H1 -0.6711 -3.5519 3.1662
H2 -3.6856 -0.8919 0.2724
H3 -5.7321 1.5771 -3.4728
H4 0.9303 -5.9603 1.1905
O2 0.1828 4.0671 2.1268
H5 -0.3377 1.4917 -6.3889
C1 -4.3650 2.5718 -2.5767
C2 5.2389 -0.3488 -0.8091
H6 1.6907 5.4425 -2.4736
H7 1.9705 2.4889 -0.3369
H8 0.9619 2.2657 -1.6674
N1 4.2523 1.6600 -2.0099
O3 -1.2196 1.4253 -4.4707
C3 3.8576 -1.9053 0.2800
H9 -0.0550 -3.9883 0.0564
C4 -3.4907 -0.6409 3.0936
H10 -0.3031 0.9650 -0.6172
H11 1.8571 1.5367 3.6009
H12 0.6983 3.4689 -4.3194
H13 2.0530 3.2847 1.8066
C5 0.1598 3.2515 -5.2497
H14 -4.7277 4.5719 -1.7856
H15 -5.1811 -0.9276 1.3049
C6 2.3592 -3.9648 4.0362
O4 -1.8537 0.2468 -1.7715
H16 0.7229 -1.2688 4.5405
C7 -4.2476 -1.4232 1.0489
H17 6.2102 1.0374 -2.1196
H18 5.1074 0.1345 -3.0551
H19 0.2550 -0.0761 -1.9121
C8 1.3181 3.3986 2.6131
C9 -0.5618 0.0821 -1.2038
C10 -0.0680 -5.8401 0.7634
H20 0.9613 3.4808 -5.9630
H21 -1.2780 -1.3677 2.7182
H22 2.4200 0.6297 -2.7302
C11 -3.9410 4.0014 -2.2902
C12 -0.1629 1.7674 -5.3465
C13 0.2277 -3.0584 3.5463
H23 -2.6392 -1.8386 4.7344
H24 -1.5330 4.0070 -4.7445
H25 0.9336 -0.8033 0.7328
H26 -1.3221 -0.8378 0.5144
O5 -5.6648 2.4757 -3.1386
H27 1.2322 4.8559 -0.8469
H28 -4.5059 -2.3445 0.5184
O6 -1.0355 -6.5866 2.8796
H29 4.2272 2.1145 -2.9191
C14 -1.1462 -6.6362 1.4571
H30 2.8267 0.5036 -1.0335
H31 0.7419 -2.7006 2.6502
H32 2.7927 -4.9169 4.3416
O7 0.9830 -3.9281 4.3496
H33 -4.2686 1.9164 -1.6983
H34 -3.1239 4.0547 -1.5731
H35 3.3522 -2.8450 0.0480
H36 0.3328 4.3058 -2.2706
O8 -0.9553 4.0737 -5.5192
O9 2.3104 3.6031 -2.0933
O10 0.7399 1.0801 2.0096
H37 4.6812 -2.1313 0.9571
H38 3.1163 -1.2056 0.6767
N2 -1.1046 -0.9282 3.6236
H39 4.9572 0.2551 0.0548
H40 2.5478 -3.7047 2.9943
H41 -2.1432 -6.2882 1.1679
H42 -1.0902 -1.9793 -0.8660
H43 0.1970 1.9799 3.8244
C15 2.8617 1.1791 -1.8916
H44 -1.7744 0.6594 -2.6427
H45 -0.0545 -6.1713 -0.2816
H46 -3.3387 0.4036 2.7940
C16 2.0358 2.3745 -1.4266
H47 2.9109 -3.2455 4.6609
H48 1.8821 4.0101 3.3267
H49 -0.8234 -5.6653 3.0748
H50 -0.5844 3.9107 2.6815
O11 -3.6291 4.6164 -3.5474
H51 6.2546 -0.7440 -0.7568
C17 -2.4612 -0.8979 4.2003
H52 -3.6169 2.1505 -3.2616
H53 0.0613 0.4910 2.3776
C18 5.2449 0.5248 -2.0428
H54 -0.5696 -2.1512 5.3385
H55 -2.6315 -0.1322 4.9660
C19 -0.6614 -1.1566 -0.2994
H56 -4.4798 4.8252 -3.9460
H57 0.7771 1.2541 -5.1080
H58 -1.9874 1.2018 -5.0033
H59 -1.1333 -7.6636 1.0864
O12 -0.4193 -4.4506 0.8166
C20 1.3299 4.5853 -1.9053
C21 -0.2043 -1.8273 4.3648
O13 0.6115 -1.5367 0.1937
O14 -3.3640 -1.6749 2.1437
C22 1.0053 1.9954 3.0863
H60 -4.4780 -0.6820 3.5708

Its SMILES is COCCNCCOC.COCCNCCOC.OCCO.OCCO.OCCO.OCCO.OCCO. Its LUMO energy is 0.3540 eV. The value obtained for the HOMO-LUMO gap is 9.1 eV. The calculation puts the energy relative to the best compared isomer or geometry (same formula, charge and spin) at 1.4210 eV.

***

4.
ORCA calculation (ωB97M-V with the def2-TZVPD basis set) on 6 unconnected molecules or ions with the total composition C22H60N4O9 at a distorted geometry.

CARTESIAN COORDINATES (ANGSTROEM)
H1 33.0585 9.7858 3.4819
O1 33.7314 1.0878 10.1262
H2 31.5940 1.0951 6.8457
H3 29.8923 9.0381 3.9226
C1 29.1337 7.8046 5.4846
C2 34.2379 1.9834 9.1688
C3 36.5249 8.1869 4.1195
H4 35.2039 9.6968 2.5428
C4 29.5557 -0.0950 5.5399
H5 35.7074 -1.0709 15.8236
H6 38.1936 5.5969 8.3457
H7 35.0020 -2.6685 15.5657
C5 35.4335 -1.7968 15.0513
H8 35.8976 10.6313 3.9134
H9 29.1317 0.2059 6.5053
C6 33.7174 10.5683 3.8758
H10 38.0618 -3.3871 14.0121
C7 37.7690 6.6025 8.2741
H11 35.4535 0.2240 10.9128
C8 33.8104 0.0196 12.2314
H12 33.9475 -2.1673 13.6500
H13 32.5246 12.2842 3.5327
H14 29.4878 9.9444 5.3484
H15 36.8398 6.6652 11.8659
H16 38.5658 7.3302 8.4226
H17 28.9163 7.9408 6.5498
H18 33.4327 2.6091 8.7829
O2 30.9339 -0.3036 5.5247
H19 36.6929 7.7848 3.1187
H20 31.2586 1.7416 5.3046
C9 34.2346 -1.2949 14.2468
O3 32.5548 3.9283 5.5934
H21 34.4165 6.6574 6.4360
C10 31.7001 0.8537 5.7803
N1 34.6155 -0.0934 13.4704
H22 36.5477 7.3459 4.8152
H23 38.2041 -2.4776 15.4446
H24 34.2226 12.6542 3.3493
H25 37.3042 8.8911 4.4123
H26 35.1019 6.1401 8.5250
N2 33.6670 -0.5681 5.8038
H27 33.6207 4.3708 7.2270
H28 34.6397 1.5445 8.2450
H29 32.6121 1.2988 3.2643
H30 33.4531 4.9796 10.0457
C11 33.6198 4.6871 6.1737
C12 36.1695 5.8137 11.8177
O4 35.2112 8.7002 4.2707
H31 29.5792 6.8129 5.4007
O5 31.2612 8.9715 5.5512
H32 31.6990 9.7329 5.1256
N3 33.4588 10.8407 5.3210
H33 33.4839 6.5814 5.0149
H34 33.9338 10.0737 5.8173
H35 34.6928 6.9295 10.6558
C13 34.5822 0.8283 11.2116
H36 33.4718 -0.8930 14.9142
C14 35.1302 5.9182 10.7300
C15 33.5048 6.1983 6.0363
C16 29.9326 8.9958 5.0199
C17 33.4677 11.8888 3.1553
H37 31.8432 7.1946 6.1424
H38 34.3263 1.0099 3.4788
H39 29.1111 -1.0870 5.3943
H40 29.1951 0.5183 4.7095
H41 36.0780 4.8790 9.1226
H42 33.3768 5.5251 11.5166
H43 33.5225 -0.9463 11.7997
H44 34.9506 1.7603 11.6586
H45 31.8164 4.3487 6.0668
H46 34.5782 4.3183 5.7967
H47 35.7023 5.6497 12.7903
O6 36.4933 -2.0982 14.1841
H48 33.8422 1.5166 5.6378
C18 35.0882 9.9603 3.6003
C19 33.3417 0.6834 3.8062
O7 27.9043 7.8011 4.7389
O8 32.3227 6.5824 6.7248
H49 34.1217 11.5841 5.5588
C20 35.7910 5.9212 9.3503
H50 36.7512 4.9078 11.6106
H51 36.8608 -3.7628 15.2359
H52 32.9908 -1.2750 5.5359
H53 37.2934 6.7533 7.2978
C21 33.1501 0.7417 5.3170
H54 27.1789 7.9298 5.3529
H55 33.3750 11.8044 2.0708
O9 36.8342 6.8610 9.2996
H56 35.0554 2.5430 9.6261
H57 33.7354 -0.6155 6.8156
N4 33.9935 4.9869 10.9122
C22 37.4521 -2.9512 14.8104
H58 33.1490 -0.3109 3.3976
H59 35.5798 -0.1803 13.1603
H60 32.8565 0.4973 12.4764

Its SMILES is COC[C@H](C)N.COC[C@H](C)N.COC[C@H](C)N.COCCNCCOC.OCCO.OCCO. Its LUMO energy is 0.5622 eV. The value obtained for the HOMO-LUMO gap is 9.2 eV.

***

We obtain HOMO energy values of -0.3030 -0.2786 -0.3221 -0.3176 Ha for the records listed above, in that order.